# 1
An isolated molecule of C4H8OS in a non-equilibrium geometry. Source: the OMol25 dataset; level of theory: wB97M-V/def2-TZVPD.

```
! wB97M-V def2-TZVPD RIJCOSX def2/J DEFGRID3
* xyz 0 1
C -1.40 0.24 -0.39
C -0.02 0.09 0.21
C 0.92 -0.59 -0.77
O 1.29 0.23 -1.84
C 0.03 -0.12 1.65
S 0.55 1.56 1.09
H -1.39 0.64 -1.41
H -1.98 0.91 0.29
H -1.86 -0.76 -0.37
H 0.53 -1.47 -1.22
H 1.85 -0.87 -0.32
H 1.50 1.04 -1.32
H -0.88 -0.15 2.28
H 0.85 -0.75 2.11
*
```

Calculated values
calculated total energy	-630.59879	Eh
gap between HOMO and LUMO	9.9	eV
relative energy (zero: lowest compared OMol25 entry of this formula, charge and spin)	94.8	kJ/mol
SMILES	C[C@]1(CO)CS1


# 2
A 2-piece molecular cluster, C14H16O2 overall in a non-equilibrium geometry. Source: the OMol25 dataset; level of theory: wB97M-V/def2-TZVPD.

```
! wB97M-V def2-TZVPD RIJCOSX def2/J DEFGRID3
* xyz 0 1
C -1.80 1.32 5.41
C -1.07 0.60 4.35
C -0.67 1.29 3.23
C -0.36 0.63 2.05
C -0.12 -0.74 2.22
O 0.42 -1.45 1.12
C -0.28 -1.48 3.38
C -0.67 -0.72 4.49
H -1.60 1.14 6.46
H -2.87 1.18 5.31
H -1.67 2.40 5.34
H -0.75 2.39 3.28
H -0.14 1.26 1.19
H -0.18 -1.98 0.59
H -0.11 -2.55 3.41
H -0.88 -1.22 5.43
C 0.29 -0.40 -5.96
C 0.52 -0.19 -4.52
C 1.36 0.84 -4.14
C 1.69 1.10 -2.84
C 1.30 0.21 -1.82
O 1.27 0.55 -0.50
C 0.59 -0.92 -2.21
C 0.14 -1.09 -3.54
H -0.46 -1.16 -6.14
H 1.09 -0.90 -6.49
H 0.00 0.43 -6.62
H 1.82 1.44 -4.95
H 2.53 1.76 -2.56
H 0.95 -0.17 0.11
H 0.29 -1.67 -1.51
H -0.62 -1.89 -3.56
*
```

Calculated values
calculated total energy	-693.50077	Eh
gap between HOMO and LUMO	8.6	eV
relative energy (zero: lowest compared OMol25 entry of this formula, charge and spin)	146.4	kJ/mol
SMILES	Cc1ccc(O)cc1.Cc1ccc(O)cc1


# 3
C15H24BiN6O6 as an isolated structure in a non-equilibrium geometry. Source: the OMol25 dataset; level of theory: wB97M-V/def2-TZVPD.

```
! wB97M-V def2-TZVPD RIJCOSX def2/J DEFGRID3
* xyz 1 1
O 0.17 -2.25 -4.58
H -0.58 -1.87 -4.07
Bi 0.01 0.01 -0.01
N 1.59 -1.06 -0.68
N -0.72 -1.85 0.45
N 0.78 1.88 -0.20
N -1.37 0.98 1.18
O 2.80 -0.66 -0.75
O 1.88 2.28 -0.90
O -2.45 0.49 1.83
O -1.79 -2.14 1.11
C -0.01 -2.81 -0.31
C 1.21 -2.41 -0.88
C 0.10 2.79 0.57
C -1.04 2.30 1.32
C 2.16 -3.23 -1.67
H 2.32 -2.76 -2.65
H 1.81 -4.25 -1.87
H 3.13 -3.30 -1.16
C -0.63 -4.15 -0.40
H -1.61 -4.07 -0.88
H -0.77 -4.59 0.60
H -0.05 -4.87 -0.99
C 0.55 4.19 0.66
C -1.85 3.19 2.18
H 1.19 4.54 -0.16
H 1.11 4.37 1.60
H -0.32 4.87 0.67
H -2.45 2.69 2.95
H -2.53 3.80 1.57
H -1.19 3.89 2.73
H 1.93 1.61 -1.61
H -2.48 -0.46 1.51
C -1.33 0.05 -1.55
H -1.68 0.04 -2.55
H -1.42 1.12 -1.33
H -2.14 -0.43 -1.00
O 2.22 0.93 -4.17
H 1.93 0.07 -4.55
H 1.51 1.08 -3.52
N 0.00 0.00 7.39
C -0.01 0.00 6.16
C 0.01 0.01 4.78
C -0.04 -1.22 4.13
C 0.33 -1.27 2.82
N 0.72 -0.16 2.15
C 0.97 0.99 2.84
C 0.60 1.09 4.14
H -0.35 -2.12 4.66
H 0.20 -2.25 2.37
H 1.36 1.89 2.35
H 0.79 2.01 4.70
*
```

Calculated values
calculated total energy	-1579.70000	Eh
gap between HOMO and LUMO (alpha / beta)	6.1 / 5.9	eV
relative energy (zero: lowest compared OMol25 entry of this formula, charge and spin)	757.4	kJ/mol


# 4
A 2-piece molecular cluster, CH4ClNP2 overall in a non-equilibrium geometry. Source: the OMol25 dataset; level of theory: wB97M-V/def2-TZVPD.

```
! wB97M-V def2-TZVPD RIJCOSX def2/J DEFGRID3
* xyz 0 1
C -1.01 1.17 0.69
N 1.88 1.34 1.47
P 0.65 0.49 1.37
P -0.45 -2.14 2.04
Cl -1.08 -1.37 3.87
H -1.70 0.99 1.48
H -0.86 2.18 0.49
H -1.38 0.71 -0.22
H 0.66 -2.87 2.53
*
```

Calculated values
calculated total energy	-1238.03819	Eh
gap between HOMO and LUMO (alpha / beta)	7.3 / 6.9	eV
relative energy (zero: lowest compared OMol25 entry of this formula, charge and spin)	292.7	kJ/mol


# 5
A 3-piece molecular cluster, C2H11N2O2 overall in a non-equilibrium geometry. Source: the OMol25 dataset; level of theory: wB97M-V/def2-TZVPD.

```
! wB97M-V def2-TZVPD RIJCOSX def2/J DEFGRID3
* xyz 0 2
C 0.73 0.23 0.57
C 1.48 0.47 -0.52
N 2.65 1.19 -0.60
N -0.70 -0.10 0.49
H 1.13 0.31 1.58
H 1.06 0.26 -1.49
H 3.09 1.45 -1.46
H 3.06 1.64 0.19
H -1.22 0.03 1.40
H -0.78 -1.09 0.17
H -1.14 0.42 -0.29
H 0.41 -2.56 1.07
H 0.12 -3.68 0.07
O -0.31 -3.02 0.62
H -3.92 1.54 -0.54
H -2.60 1.83 -0.83
O -3.07 1.07 -0.43
*
```

Calculated values
calculated total energy	-342.62707	Eh
gap between HOMO and LUMO (alpha / beta)	3.9 / 9.1	eV
relative energy (zero: lowest compared OMol25 entry of this formula, charge and spin)	249.9	kJ/mol
⟨S²⟩	0.7514


# 6
A 7-piece molecular cluster, C19H34N2O7 overall in a non-equilibrium geometry. Source: the OMol25 dataset; level of theory: wB97M-V/def2-TZVPD.

```
! wB97M-V def2-TZVPD RIJCOSX def2/J DEFGRID3
* xyz 0 1
C -2.69 -1.68 0.25
C -3.69 -2.69 0.27
C -4.86 -2.03 -0.06
N -4.60 -0.71 -0.25
C -3.25 -0.48 0.02
H -1.62 -1.79 0.38
H -3.66 -3.75 0.47
H -5.84 -2.42 -0.30
H -5.24 -0.01 -0.55
H -2.75 0.43 -0.28
C 1.08 -2.70 -3.24
C 1.78 -3.28 -2.16
C 2.24 -4.50 -2.57
N 1.76 -4.73 -3.83
C 1.09 -3.61 -4.28
H 0.65 -1.71 -3.29
H 1.94 -2.82 -1.20
H 2.83 -5.24 -2.06
H 1.89 -5.57 -4.35
H 0.72 -3.62 -5.29
O 0.93 0.74 -2.74
C 1.98 1.14 -3.16
C 2.13 1.94 -4.45
C 3.62 1.85 -4.77
C 4.24 1.17 -3.53
O 3.16 0.82 -2.67
H 1.48 1.70 -5.28
H 1.89 2.94 -4.06
H 3.74 1.29 -5.69
H 4.11 2.80 -4.99
H 4.73 0.25 -3.84
H 4.88 1.88 -3.01
O -4.14 5.51 2.66
C -3.28 4.69 2.56
C -3.41 3.32 1.91
C -1.97 3.16 1.44
C -1.21 3.78 2.61
O -2.04 4.90 2.97
H -3.65 2.60 2.70
H -4.21 3.39 1.18
H -1.60 2.15 1.26
H -1.80 3.73 0.52
H -1.15 3.05 3.42
H -0.22 4.15 2.37
C -1.81 -0.57 4.25
O -1.75 0.34 3.17
H -2.62 -0.21 4.90
H -2.09 -1.56 3.88
H -0.87 -0.68 4.79
H -1.39 -0.05 2.37
C 2.91 -1.09 4.62
O 3.77 -0.44 3.73
H 3.26 -1.11 5.66
H 1.86 -0.78 4.67
H 2.96 -2.14 4.32
H 3.76 0.51 3.73
C 1.09 -0.53 1.13
O 0.34 0.46 0.43
H 1.45 -1.29 0.41
H 2.02 -0.15 1.55
H 0.47 -1.11 1.80
H 0.57 0.34 -0.50
*
```

Calculated values
calculated total energy	-1380.49134	Eh
gap between HOMO and LUMO	8.7	eV
relative energy (zero: lowest compared OMol25 entry of this formula, charge and spin)	0.0	kJ/mol
SMILES	c1cc[nH]c1.c1cc[nH]c1.O=C1CCCO1.O=C1CCCO1.CO.CO.CO


# 7
A 2-piece molecular cluster, H6N2O overall in a non-equilibrium geometry. Source: the OMol25 dataset; level of theory: wB97M-V/def2-TZVPD.

```
! wB97M-V def2-TZVPD RIJCOSX def2/J DEFGRID3
* xyz 0 1
N 1.93 0.10 -0.02
N 0.52 -0.12 0.17
H 2.24 -0.40 -0.88
H 2.06 1.05 -0.30
H 0.47 -0.18 1.16
H 0.30 -1.04 -0.28
O -2.25 -0.05 -0.10
H -1.32 0.38 0.02
H -2.90 0.73 -0.01
*
```

Calculated values
calculated total energy	-188.29375	Eh
gap between HOMO and LUMO	10.2	eV
relative energy (zero: lowest compared OMol25 entry of this formula, charge and spin)	23.4	kJ/mol
SMILES	NN.O